Record 1
{"formula": "CH3N2", "method": "wB97M-V/def2-TZVPD", "spin_multiplicity": 1, "total_charge": 1, "total_energy_ha": -149.003831, "lumo_ha": -0.3587, "homo_lumo_gap_ev": 9.61, "de_lowest_ev": 1.918, "e_homo_ev": -19.37, "species": ["C", "N", "N", "H", "H", "H"], "coordinates": [[-1.158, 0.110, -0.160], [2.829, -0.189, 0.310], [1.757, 0.107, 0.232], [-1.285, -0.690, -0.888], [-0.061, 0.416, -0.076], [-2.084, 0.246, 0.582]], "lowdin_charge": [0.576, 0.130, 0.031, 0.084, 0.015, 0.164]}

Record 2
{"formula": "CH3N2O", "method": "wB97M-V/def2-TZVPD", "smiles": "[O-]N1CN1", "spin_multiplicity": 1, "total_charge": -1, "total_energy_ha": -224.520541, "lumo_ha": 0.1902, "homo_lumo_gap_ev": 6.94, "de_lowest_ev": 1.819, "e_homo_ev": -1.77, "species": ["C", "N", "N", "O", "H", "H", "H"], "coordinates": [[-0.401, -0.029, -0.160], [0.575, 0.990, -0.290], [-0.865, 1.237, 0.438], [-0.858, 1.340, 1.700], [-1.022, -0.309, -1.016], [-0.491, -0.864, 0.610], [1.434, 0.942, 0.243]], "lowdin_charge": [-0.392, -0.077, -0.326, -0.361, 0.051, 0.088, 0.016]}